Record 1
DFT (ωB97M-V/def2-TZVPD) results for C13H24As2Cl3GeN2PdS as an isolated structure.

Positions of all 47 atoms, in Å:
Pd1 0.506 0.019 -0.113
C1 -1.263 -2.915 2.393
As1 -0.321 -1.211 2.093
C2 -1.367 -0.059 3.294
C3 1.388 -1.404 3.037
C4 1.557 -2.415 3.979
C5 2.767 -2.562 4.637
C6 3.801 -1.675 4.399
C7 3.639 -0.654 3.476
C8 2.442 -0.523 2.779
As2 2.248 0.928 1.461
C9 4.042 1.477 0.897
C10 1.760 2.427 2.633
H1 -1.434 -3.058 3.462
H2 -0.679 -3.744 1.990
H3 -2.235 -2.879 1.893
H4 -1.268 -0.398 4.328
H5 -2.417 -0.117 2.998
H6 -1.047 0.981 3.223
H7 0.750 -3.105 4.193
H8 2.902 -3.375 5.333
H9 4.740 -1.780 4.921
H10 4.443 0.050 3.303
H11 4.593 1.928 1.728
H12 3.937 2.231 0.110
H13 4.605 0.631 0.496
H14 2.419 2.423 3.507
H15 0.727 2.343 2.971
H16 1.882 3.374 2.104
C11 -1.582 -3.058 -1.285
N1 -0.860 -2.541 -2.425
C12 0.381 -2.082 -2.381
S1 1.272 -2.137 -0.892
N2 0.996 -1.628 -3.465
C13 0.458 -1.703 -4.806
H17 -2.585 -3.342 -1.592
H18 -1.659 -2.283 -0.510
H19 -1.074 -3.932 -0.871
H20 -1.331 -2.588 -3.320
H21 1.959 -1.328 -3.369
H22 0.379 -2.740 -5.139
H23 1.133 -1.183 -5.478
H24 -0.524 -1.225 -4.859
Cl1 -1.718 0.574 -0.766
Ge1 -1.045 1.526 -2.916
Cl2 1.212 1.428 -2.065
Cl3 -1.476 3.541 -2.406

## Properties
Kohn-Sham gap (alpha / beta) (Eh): 0.2144 / 0.2118
Total charge: +2
Energy (eV): -246914.129
2S+1: 2

---

Record 2
DFT (ωB97M-V/def2-TZVPD) results for an isolated ion of composition C6H15N3O and charge +2.

Positions of all 25 atoms, in Å:
C1 -0.080 -2.397 2.375
C2 0.416 -1.156 1.638
C3 -0.672 -0.595 0.813
N1 -1.845 -1.069 0.550
O1 -0.440 0.742 0.753
C4 -1.189 1.512 -0.217
C5 -0.831 1.313 -1.657
N2 0.632 1.513 -1.919
C6 1.543 0.716 -1.390
N3 2.809 1.015 -1.530
H1 0.604 -2.607 3.276
H2 0.052 -3.305 1.755
H3 -1.178 -2.127 2.732
H4 1.187 -1.277 0.855
H5 0.725 -0.370 2.245
H6 -2.459 -0.593 -0.143
H7 -2.096 -2.063 0.814
H8 -1.041 2.535 0.141
H9 -2.301 1.243 -0.090
H10 -1.095 0.340 -2.083
H11 -1.410 2.247 -2.160
H12 0.904 2.321 -2.606
H13 1.130 -0.120 -0.815
H14 3.585 0.510 -1.067
H15 3.048 1.670 -2.268

## Properties
Kohn-Sham gap (Eh): 0.4041
Structure (SMILES): CCC(=[NH2+])OCCNC=[NH2+]
Total charge: +2
Energy (eV): -12965.682

---

Record 3
DFT (ωB97M-V/def2-TZVPD) results for one molecule with the formula C2HF2P.

Positions of all 6 atoms, in Å:
F1 -2.055 -0.380 1.849
C1 -1.360 -0.882 0.881
P1 -0.874 -2.201 -0.347
F2 -1.953 -1.901 -1.517
C2 -0.335 -0.492 0.181
H1 0.399 0.254 0.165

## Properties
Kohn-Sham gap (Eh): 0.4046
Structure (SMILES): FC1=P(F)=C1
Energy (eV): -16812.345

---

Record 4
DFT (ωB97M-V/def2-TZVPD) results for a 2-piece molecular cluster, C14H14N2O3S overall.

Positions of all 34 atoms, in Å:
C1 -5.290 1.497 -1.582
C2 -3.805 1.508 -1.848
C3 -3.110 0.299 -1.972
C4 -1.742 0.285 -2.247
C5 -1.051 1.491 -2.372
S1 0.707 1.461 -2.790
O1 1.010 0.222 -3.457
O2 1.082 2.744 -3.325
N1 1.594 1.332 -1.166
C6 2.776 1.275 -0.875
O3 3.910 1.262 -0.533
C7 -1.728 2.708 -2.254
C8 -3.098 2.711 -1.977
H1 -5.701 2.509 -1.510
H2 -5.841 0.979 -2.376
H3 -5.540 0.978 -0.648
H4 -3.656 -0.638 -1.845
H5 -1.210 -0.658 -2.348
H6 -1.189 3.647 -2.361
H7 -3.637 3.653 -1.853
C9 0.788 -2.641 3.804
C10 1.991 -2.185 3.031
C11 3.255 -2.681 3.342
C12 4.360 -2.248 2.616
C13 4.166 -1.313 1.585
N2 2.957 -0.848 1.290
C14 1.896 -1.251 1.973
H8 -0.125 -2.161 3.438
H9 0.659 -3.729 3.728
H10 0.895 -2.409 4.872
H11 3.376 -3.404 4.149
H12 5.363 -2.609 2.823
H13 5.010 -0.951 1.000
H14 0.927 -0.837 1.688

## Properties
Kohn-Sham gap (Eh): 0.3406
Structure (SMILES): Cc1ccc(S(=O)(=O)N=C=O)cc1.Cc1cccnc1
Energy (eV): -34702.031

---

Record 5
DFT (ωB97M-V/def2-TZVPD) results for a 8-piece molecular cluster, C23H62O8 overall.

Positions of all 93 atoms, in Å:
C1 5.555 4.493 -1.807
C2 6.276 3.719 -2.929
C3 5.688 2.329 -3.186
O1 6.144 4.344 -4.154
H1 5.833 4.168 -0.805
H2 4.466 4.555 -1.816
H3 5.868 5.537 -1.787
H4 7.320 3.620 -2.632
H5 4.633 2.395 -3.450
H6 5.721 1.650 -2.334
H7 6.115 1.675 -3.946
H8 6.558 5.209 -4.106
C4 -0.809 -2.673 -8.457
C5 -0.307 -1.313 -7.929
C6 -0.741 -0.878 -6.531
O2 1.087 -1.456 -7.839
H9 -1.891 -2.722 -8.334
H10 -0.336 -3.499 -7.926
H11 -0.681 -2.758 -9.537
H12 -0.505 -0.492 -8.618
H13 -1.787 -0.574 -6.492
H14 -0.166 -0.017 -6.190
H15 -0.536 -1.701 -5.846
H16 1.501 -0.613 -7.642
C7 0.242 4.498 5.287
C8 0.773 5.843 4.684
C9 -0.214 6.990 4.875
O3 1.962 6.192 5.344
H17 0.025 4.567 6.353
H18 1.056 3.777 5.358
H19 -0.579 4.071 4.711
H20 1.059 5.545 3.675
H21 -1.105 6.992 4.246
H22 0.325 7.896 4.601
H23 -0.493 7.061 5.926
H24 2.297 6.985 4.919
C10 -5.862 -4.077 3.080
C11 -4.418 -3.990 3.498
C12 -3.846 -5.359 3.859
O4 -3.778 -3.439 2.373
H25 -6.006 -4.873 2.350
H26 -6.256 -3.158 2.644
H27 -6.396 -4.271 4.010
H28 -4.292 -3.304 4.336
H29 -2.806 -5.292 4.177
H30 -3.928 -6.150 3.114
H31 -4.410 -5.712 4.722
H32 -3.001 -2.927 2.610
C13 -6.105 3.197 0.284
C14 -6.019 4.064 -1.014
C15 -6.333 3.242 -2.306
O5 -6.838 5.230 -0.974
H33 -5.587 2.252 0.123
H34 -7.174 3.053 0.442
H35 -5.597 3.632 1.145
H36 -4.969 4.351 -1.065
H37 -5.544 2.506 -2.461
H38 -6.304 3.839 -3.218
H39 -7.349 2.848 -2.304
H40 -7.742 5.053 -0.706
C16 -1.944 -7.010 -3.429
C17 -2.342 -6.554 -2.053
C18 -1.095 -6.092 -1.275
O6 -3.326 -5.527 -2.027
H41 -1.834 -6.164 -4.108
H42 -2.787 -7.533 -3.881
H43 -0.998 -7.545 -3.519
H44 -2.759 -7.375 -1.469
H45 -0.379 -6.912 -1.234
H46 -1.178 -5.804 -0.227
H47 -0.648 -5.214 -1.741
H48 -3.034 -4.908 -1.353
C19 6.630 -0.262 5.892
C20 6.127 -0.807 4.547
C21 7.100 -1.853 3.949
O7 4.894 -1.493 4.693
H49 5.867 0.429 6.250
H50 7.563 0.297 5.815
H51 6.715 -1.025 6.666
H52 5.952 0.016 3.853
H53 6.689 -2.266 3.027
H54 7.374 -2.665 4.623
H55 8.002 -1.306 3.675
H56 4.914 -2.057 5.469
C22 -0.086 0.885 -0.278
C23 1.012 0.222 0.543
O8 0.465 -0.453 1.689
H57 -0.777 0.189 -0.753
H58 0.343 1.471 -1.091
H59 -0.701 1.522 0.357
H60 1.661 1.009 0.928
H61 1.599 -0.446 -0.087
H62 1.184 -0.899 2.143

## Properties
Kohn-Sham gap (Eh): 0.3780
Structure (SMILES): CC(C)O.CC(C)O.CC(C)O.CC(C)O.CC(C)O.CC(C)O.CC(C)O.CCO
Energy (eV): -41233.866

---

Record 6
DFT (ωB97M-V/def2-TZVPD) results for a 16-piece molecular cluster, C4H42NO16 overall.

Positions of all 63 atoms, in Å:
C1 -0.308 2.193 -0.704
C2 -1.687 1.627 -0.228
C3 -2.599 2.675 0.521
C4 -1.964 3.462 1.616
O1 -3.633 1.759 1.010
N1 -1.242 0.531 0.704
H1 -0.064 2.233 -1.700
H2 -0.129 3.063 -0.095
H3 0.439 1.471 -0.252
H4 -2.278 1.228 -1.143
H5 -2.933 3.350 -0.331
H6 -2.590 3.459 2.499
H7 -0.964 3.084 1.980
H8 -1.616 4.490 1.456
H9 -3.220 1.583 1.874
H10 -0.287 0.312 0.361
H11 -1.140 0.430 1.761
H12 -1.944 -0.353 0.550
H13 1.833 -1.875 2.237
H14 1.045 -1.981 3.649
O2 1.440 -1.369 2.986
H15 0.518 -4.392 0.426
H16 -0.236 -5.579 -0.302
O3 -0.290 -4.671 0.015
H17 -1.560 -0.810 -3.227
H18 -0.643 -0.373 -2.096
O4 -1.144 -0.025 -2.805
H19 -4.061 0.861 -1.713
H20 -3.793 1.194 -3.234
O5 -3.699 0.562 -2.544
H21 3.364 2.796 0.420
H22 3.127 3.857 1.549
O6 2.782 3.478 0.747
H23 -2.310 -2.039 1.645
H24 -1.496 -3.142 0.939
O7 -2.026 -2.309 0.786
H25 -0.208 -1.589 0.280
H26 0.314 -2.100 -1.060
O8 0.325 -1.308 -0.453
H27 2.104 -0.847 -0.359
H28 2.797 0.192 -1.242
O9 2.629 -0.072 -0.276
H29 -1.158 -3.451 -1.501
H30 -2.462 -2.862 -1.698
O10 -1.604 -2.894 -2.106
H31 0.611 3.097 -4.114
H32 0.021 1.569 -4.028
O11 0.759 2.150 -3.991
H33 -0.740 1.563 3.743
H34 -0.367 0.130 4.209
O12 -0.817 0.605 3.500
H35 1.224 0.775 3.010
H36 2.405 1.493 2.203
O13 1.626 1.653 2.792
H37 2.663 0.811 -3.727
H38 4.027 0.617 -3.173
O14 3.144 0.197 -3.196
H39 4.036 -1.303 0.274
H40 4.633 -2.402 -0.455
O15 3.888 -2.285 0.132
H41 2.764 -3.984 2.031
H42 2.692 -3.235 0.764
O16 2.098 -3.548 1.559

## Properties
Kohn-Sham gap (Eh): 0.3884
Total charge: +1
Energy (eV): -39073.063

---

Record 7
DFT (ωB97M-V/def2-TZVPD) results for a 13-piece molecular cluster, H26O13 overall.

Positions of all 39 atoms, in Å:
O1 2.187 0.470 1.814
H1 2.323 0.739 0.898
H2 2.782 0.976 2.317
O2 -0.313 0.978 -3.098
H3 -1.177 1.417 -2.941
H4 -0.418 0.302 -2.362
O3 -0.320 -1.558 2.047
H5 0.388 -2.027 2.392
H6 -0.624 -1.212 2.859
O4 2.096 -1.958 0.482
H7 2.119 -1.115 0.880
H8 2.929 -2.242 0.455
O5 2.374 0.933 -0.893
H9 2.069 1.781 -1.183
H10 2.019 0.267 -1.405
O6 -2.876 1.934 -2.541
H11 -2.593 2.231 -1.678
H12 -3.274 1.103 -2.180
O7 -1.876 1.891 -0.146
H13 -2.623 1.841 0.445
H14 -1.410 2.651 0.136
O8 -0.556 -0.449 -0.583
H15 -0.980 0.350 -0.256
H16 -0.027 -0.865 0.137
O9 -2.417 -2.293 -1.307
H17 -1.908 -1.516 -1.156
H18 -2.669 -2.135 -2.242
O10 0.145 3.503 0.866
H19 0.096 2.616 1.376
H20 0.379 4.116 1.545
O11 1.761 -1.362 -2.304
H21 2.667 -1.507 -2.601
H22 1.695 -1.628 -1.344
O12 -0.210 1.564 2.620
H23 0.506 0.969 2.369
H24 -0.941 1.015 2.723
O13 -0.144 -4.225 1.330
H25 -0.119 -3.271 1.406
H26 -1.061 -4.285 1.123

## Properties
Kohn-Sham gap (Eh): 0.3506
Energy (eV): -27039.778

---

Record 8
DFT (ωB97M-V/def2-TZVPD) results for one molecule with the formula CH4N4O.

Positions of all 10 atoms, in Å:
H1 -1.136 -1.114 1.159
N1 -1.057 -0.084 1.126
C1 -0.293 0.285 0.213
N2 -0.132 1.611 -0.137
N3 0.536 -0.508 -0.702
N4 0.744 -1.827 -0.669
O1 0.268 -2.413 0.280
H2 -0.623 2.241 0.476
H3 0.848 1.848 -0.209
H4 0.845 -0.038 -1.537

## Properties
Kohn-Sham gap (Eh): 0.3661
Structure (SMILES): [H]/N=C(/N)NN=O
Energy (eV): -9107.598

---

Copy entry 6 word for word.
DFT (ωB97M-V/def2-TZVPD) results for a 16-piece molecular cluster, C4H42NO16 overall.

Positions of all 63 atoms, in Å:
C1 -0.308 2.193 -0.704
C2 -1.687 1.627 -0.228
C3 -2.599 2.675 0.521
C4 -1.964 3.462 1.616
O1 -3.633 1.759 1.010
N1 -1.242 0.531 0.704
H1 -0.064 2.233 -1.700
H2 -0.129 3.063 -0.095
H3 0.439 1.471 -0.252
H4 -2.278 1.228 -1.143
H5 -2.933 3.350 -0.331
H6 -2.590 3.459 2.499
H7 -0.964 3.084 1.980
H8 -1.616 4.490 1.456
H9 -3.220 1.583 1.874
H10 -0.287 0.312 0.361
H11 -1.140 0.430 1.761
H12 -1.944 -0.353 0.550
H13 1.833 -1.875 2.237
H14 1.045 -1.981 3.649
O2 1.440 -1.369 2.986
H15 0.518 -4.392 0.426
H16 -0.236 -5.579 -0.302
O3 -0.290 -4.671 0.015
H17 -1.560 -0.810 -3.227
H18 -0.643 -0.373 -2.096
O4 -1.144 -0.025 -2.805
H19 -4.061 0.861 -1.713
H20 -3.793 1.194 -3.234
O5 -3.699 0.562 -2.544
H21 3.364 2.796 0.420
H22 3.127 3.857 1.549
O6 2.782 3.478 0.747
H23 -2.310 -2.039 1.645
H24 -1.496 -3.142 0.939
O7 -2.026 -2.309 0.786
H25 -0.208 -1.589 0.280
H26 0.314 -2.100 -1.060
O8 0.325 -1.308 -0.453
H27 2.104 -0.847 -0.359
H28 2.797 0.192 -1.242
O9 2.629 -0.072 -0.276
H29 -1.158 -3.451 -1.501
H30 -2.462 -2.862 -1.698
O10 -1.604 -2.894 -2.106
H31 0.611 3.097 -4.114
H32 0.021 1.569 -4.028
O11 0.759 2.150 -3.991
H33 -0.740 1.563 3.743
H34 -0.367 0.130 4.209
O12 -0.817 0.605 3.500
H35 1.224 0.775 3.010
H36 2.405 1.493 2.203
O13 1.626 1.653 2.792
H37 2.663 0.811 -3.727
H38 4.027 0.617 -3.173
O14 3.144 0.197 -3.196
H39 4.036 -1.303 0.274
H40 4.633 -2.402 -0.455
O15 3.888 -2.285 0.132
H41 2.764 -3.984 2.031
H42 2.692 -3.235 0.764
O16 2.098 -3.548 1.559

## Properties
Kohn-Sham gap (Eh): 0.3884
Total charge: +1
Energy (eV): -39073.063

---

- energy of number 2 (C6H15N3O)?
  -12965.682 eV

---

Copy entry 8 word for word.
DFT (ωB97M-V/def2-TZVPD) results for one molecule with the formula CH4N4O.

Positions of all 10 atoms, in Å:
H1 -1.136 -1.114 1.159
N1 -1.057 -0.084 1.126
C1 -0.293 0.285 0.213
N2 -0.132 1.611 -0.137
N3 0.536 -0.508 -0.702
N4 0.744 -1.827 -0.669
O1 0.268 -2.413 0.280
H2 -0.623 2.241 0.476
H3 0.848 1.848 -0.209
H4 0.845 -0.038 -1.537

## Properties
Kohn-Sham gap (Eh): 0.3661
Structure (SMILES): [H]/N=C(/N)NN=O
Energy (eV): -9107.598